This record from the OMol25 dataset describes C21H22N4OS2 in the gas phase. The level of theory is the ωB97M-V functional and the def2-TZVPD basis.

Geometry as XYZ:
```
50
Properties=species:S:1:pos:R:3:forces:R:3:nbo_charge:R:1
C -6.9005 -3.7051 -0.1801 -0.2 -0.1 0.0 -0.252
O -5.7567 -2.8895 -0.2421 0.2 0.3 0.0 -0.493
C -5.8953 -1.5540 -0.0102 0.0 0.1 0.0 0.301
C -7.0948 -0.9175 0.2893 0.0 -0.4 -0.1 -0.313
C -7.1050 0.4523 0.5044 0.1 0.2 0.0 -0.185
C -5.9469 1.1967 0.4298 0.0 0.0 0.0 -0.218
C -4.7368 0.5664 0.1323 -0.5 -0.4 0.0 -0.058
C -3.4838 1.3059 0.0435 0.3 1.0 0.2 0.138
C -3.2855 2.6132 0.3741 0.0 -0.2 -0.1 -0.454
S -1.6407 3.0801 0.1273 -0.1 -0.6 -0.1 0.315
C -1.3288 1.4226 -0.4278 -0.2 1.1 0.2 0.298
N -0.1176 1.0590 -0.9123 0.3 -0.1 -0.3 -0.433
C 1.0686 1.8055 -0.5675 0.1 0.1 0.3 -0.219
C 1.7029 1.1944 0.6950 0.0 0.4 -0.2 -0.239
N 2.0048 -0.1988 0.4521 0.3 0.2 0.0 -0.426
C 3.2377 -0.7024 0.1759 -0.1 -0.3 0.0 0.300
S 3.4555 -2.3196 -0.0981 0.2 -0.6 -0.2 -0.245
N 4.2664 0.1939 0.1344 -0.6 0.7 0.0 -0.628
C 5.6429 -0.0571 0.1173 0.5 -0.1 0.0 0.240
C 6.2208 -1.1492 0.7549 0.0 0.0 0.1 -0.250
C 7.5933 -1.3135 0.7263 0.0 0.1 0.0 -0.192
C 8.4036 -0.3945 0.0821 0.1 0.0 0.0 -0.229
C 7.8320 0.7071 -0.5323 0.1 0.0 0.0 -0.198
C 6.4616 0.8775 -0.5139 -0.2 -0.1 0.0 -0.272
C 0.8063 -0.9525 0.1462 -0.4 -0.3 -0.3 -0.247
C 0.1377 -0.3578 -1.0997 0.0 -0.4 0.1 -0.232
N -2.3608 0.6600 -0.3981 0.1 -0.7 -0.1 -0.529
C -4.7242 -0.8045 -0.0871 -0.1 0.0 0.0 -0.194
H -7.6456 -3.4125 -0.9273 0.0 0.0 0.0 0.175
H -7.3569 -3.6848 0.8152 0.0 0.0 0.0 0.175
H -6.5543 -4.7149 -0.3952 -0.1 0.1 0.0 0.201
H -8.0199 -1.4678 0.3562 -0.1 -0.1 0.0 0.218
H -8.0413 0.9401 0.7332 -0.1 0.0 0.0 0.212
H -5.9820 2.2618 0.5942 0.0 0.1 0.0 0.206
H -3.9779 3.3351 0.7528 -0.2 0.1 0.1 0.238
H 0.8136 2.8536 -0.4060 0.1 0.0 -0.1 0.220
H 1.7668 1.7348 -1.4091 0.0 0.1 0.1 0.203
H 2.5816 1.7512 1.0189 0.0 -0.1 0.0 0.213
H 0.9667 1.2366 1.5069 0.1 0.1 0.0 0.215
H 4.0343 1.1432 -0.1240 0.0 -0.2 0.1 0.389
H 5.6013 -1.8660 1.2665 0.0 0.0 0.0 0.243
H 8.0316 -2.1682 1.2190 0.0 -0.1 0.0 0.215
H 9.4741 -0.5311 0.0630 0.1 0.0 0.0 0.213
H 8.4539 1.4366 -1.0297 0.0 0.1 0.0 0.214
H 6.0176 1.7397 -0.9945 0.0 0.1 -0.1 0.202
H 1.0807 -1.9935 -0.0252 -0.1 0.2 0.1 0.266
H 0.1213 -0.8927 0.9970 0.0 0.0 0.0 0.204
H -0.8115 -0.8524 -1.2976 0.1 0.0 0.0 0.251
H 0.8013 -0.4724 -1.9621 0.0 -0.1 0.0 0.205
H -3.7979 -1.3029 -0.3202 0.1 -0.1 0.0 0.234
```
Positions in Å, forces in eV/Å.

The value obtained for the molar mass is 410.57 g mol⁻¹. Its energy relative to the best compared isomer or geometry (same formula, charge and spin) is 0.914 eV. The spin multiplicity is 1. The charge is 0. Its structure (SMILES) is COc1cccc(-c2csc(N3CCN(C(=S)Nc4ccccc4)CC3)n2)c1.